Here is C42H52MnN7PS4Sb as an isolated structure from the Open Molecules 2025 dataset. Energies are from ωB97M-V/def2-TZVPD.

Structure (XYZ):
```
108
Properties=species:S:1:pos:R:3:forces:R:3
Mn 14.871513 16.706854 16.354723 3.789 -0.591 -2.077
C 11.839466 19.694266 17.037281 -0.012 -0.352 1.492
C 12.968266 18.872383 16.548023 0.091 -0.619 -0.952
N 13.299319 17.662173 16.952607 -2.623 1.348 1.211
N 12.584181 17.031761 17.940915 -1.298 1.281 0.259
C 12.848353 15.770143 18.245574 3.393 -1.884 -1.898
N 12.289079 15.205327 19.311325 -1.408 0.001 1.335
S 14.026175 14.892405 17.357008 -1.726 -1.011 1.308
C 13.845245 19.318967 15.468092 0.586 0.467 1.289
C 13.808153 20.604319 14.914531 -0.944 -0.082 0.034
C 14.818568 20.983687 14.044008 1.357 0.230 1.454
C 15.939954 20.125211 13.890032 -1.320 0.202 -1.250
C 15.864240 18.881864 14.498877 0.716 -1.239 -0.745
N 14.866970 18.472151 15.296890 0.274 1.642 -2.112
H 11.298355 20.213125 16.267687 -0.112 0.106 -0.475
H 12.177586 20.455026 17.786332 -0.234 -0.602 -0.485
H 11.144897 18.997987 17.528765 -0.203 0.605 -0.035
H 11.808195 17.503515 18.404595 0.461 -0.021 -0.098
H 11.313998 15.429878 19.367984 -0.458 -0.224 0.724
H 12.568263 14.280235 19.635881 -0.081 0.514 -0.731
H 12.932295 21.230360 15.197562 0.985 -0.224 -0.495
H 14.946540 22.032751 13.782954 -0.500 -0.259 -0.603
H 16.675536 20.342506 13.076990 -0.370 -0.258 1.256
H 16.603099 18.093818 14.269043 -0.236 0.498 0.294
S 15.741534 15.226713 14.030472 -0.516 0.372 0.431
C 16.215353 15.813388 12.448933 -0.291 -0.558 -2.179
C 17.565423 16.247412 12.353750 -1.334 -0.444 0.540
N 18.613333 16.689936 12.474752 1.804 0.696 -0.105
C 15.502210 15.755900 11.207932 -0.120 1.160 3.296
S 13.811243 15.720537 11.111039 -0.636 -0.453 -0.314
C 16.155432 16.029314 9.983780 0.966 -0.736 -1.518
N 16.620791 16.016631 8.918477 -0.272 0.387 0.739
C 18.962344 18.853599 16.467239 -1.324 0.530 -1.118
C 19.198170 17.605947 17.321281 -0.046 0.155 0.383
C 19.424831 16.420271 16.340297 -0.869 -0.282 1.567
C 20.399893 17.905454 18.200193 -1.183 0.564 0.887
P 17.609553 17.159812 18.330072 -1.366 -1.136 -3.609
N 16.513413 17.084236 17.170167 0.994 0.890 2.288
C 17.295757 18.432396 19.812441 1.161 -0.815 -1.105
C 17.420936 19.877988 19.277695 -0.729 -0.488 -1.530
C 18.231689 18.180186 20.963678 1.617 -0.487 0.805
C 15.899199 18.345893 20.318110 -1.185 -1.706 0.182
C 17.710999 15.306220 18.966257 0.414 0.061 -0.490
C 16.533099 15.334137 19.882902 -1.657 -0.798 1.271
C 18.956359 14.963187 19.781116 0.608 0.442 -0.419
C 17.474684 14.135494 17.893968 -0.020 0.977 2.111
H 19.768830 18.921145 15.723507 -0.207 -0.213 -0.006
H 18.976061 19.837232 16.958501 0.030 -0.458 0.300
H 17.968055 18.807521 15.918844 1.306 -0.153 0.638
H 20.191773 16.601230 15.603846 0.001 0.551 -0.457
H 18.413913 16.216407 15.899032 1.137 -0.326 0.017
H 19.847860 15.590016 16.946111 -0.680 0.008 -0.398
H 21.185763 18.239043 17.576035 1.137 0.337 -0.573
H 20.724730 17.080649 18.808698 0.265 -0.426 0.121
H 20.120858 18.733725 18.886122 0.437 -0.335 -0.364
H 16.555919 20.134558 18.583713 1.027 -0.554 0.648
H 18.338008 20.093835 18.736120 0.027 -0.054 0.194
H 17.324078 20.547649 20.103002 0.084 0.558 0.798
H 19.305066 18.334903 20.721274 -0.648 0.195 0.090
H 18.237709 17.157513 21.446257 -0.528 1.023 -0.702
H 17.934554 18.909991 21.716811 0.287 0.008 0.436
H 15.302112 18.155244 19.408415 -0.481 0.234 0.540
H 15.656810 19.287189 20.793666 -0.371 0.244 0.098
H 15.736448 17.509789 21.067980 0.104 1.096 -0.941
H 16.786365 15.890279 20.796855 -0.048 -0.700 0.018
H 16.153558 14.280702 20.108438 0.591 1.253 0.082
H 15.664621 15.877459 19.500262 0.112 -0.281 -0.379
H 19.476628 14.125367 19.340422 0.315 -0.188 -0.204
H 18.755876 14.676315 20.799902 -0.271 0.018 0.524
H 19.641738 15.812734 19.784420 0.116 -0.252 0.279
H 16.817103 14.469531 17.115351 -0.337 -0.105 -0.446
H 17.021452 13.344131 18.556441 0.270 0.466 -1.053
H 18.404053 13.753149 17.496343 0.169 0.122 -0.247
S 13.996760 11.696698 12.123246 -0.534 0.019 -0.486
Sb 13.214397 10.583678 10.314343 1.075 1.111 0.889
C 13.969987 11.276938 8.426462 -0.022 0.550 0.868
C 14.526929 12.555169 8.407026 -0.102 0.941 -0.974
C 14.776076 13.212770 7.141818 1.055 0.535 1.899
C 14.352517 12.608898 5.976891 -0.300 0.410 0.076
C 13.972239 11.266968 6.043537 0.322 -0.211 -1.209
C 13.791919 10.602771 7.229657 -0.385 -1.018 -0.311
C 11.068820 10.702648 10.004988 -0.330 -1.505 1.057
C 10.234456 10.420463 11.112467 1.408 -0.186 -0.344
C 8.879410 10.365176 10.965126 -1.012 -0.513 1.392
C 8.314080 10.487791 9.722143 -2.290 1.008 -0.594
C 9.057668 11.075172 8.711405 -0.325 -0.979 -1.114
C 10.426268 10.968356 8.808707 2.089 1.450 -1.085
C 14.056268 8.660163 10.763903 -0.688 -0.448 -1.367
C 15.152564 8.161632 10.043762 -0.081 -0.152 1.182
C 15.414193 6.798670 10.062649 1.626 1.248 -1.375
C 14.654399 5.948155 10.771921 -0.509 -3.279 1.505
C 13.566396 6.395983 11.513649 -0.502 0.502 -0.432
C 13.272474 7.770370 11.490326 -0.221 -0.961 -0.473
H 14.638541 13.173979 9.316702 0.193 -0.573 -0.350
H 15.428463 14.153486 7.187502 -1.646 -1.055 -0.186
H 14.171173 13.199409 5.062895 0.886 -0.533 0.273
H 13.973216 10.698607 5.107808 -0.642 0.205 0.229
H 13.450927 9.554506 7.167880 0.280 0.539 0.288
H 10.610523 10.049828 12.055098 0.470 0.676 0.253
H 8.258108 10.269947 11.889563 0.448 -0.548 -1.052
H 7.242843 10.193106 9.562624 0.959 0.853 0.254
H 8.649477 11.499629 7.774248 -0.043 -0.789 0.620
H 11.046347 11.191585 7.905107 -0.560 0.025 0.858
H 15.951328 8.778897 9.683746 -0.244 0.645 -0.820
H 16.240622 6.456338 9.426075 -0.195 -0.057 0.569
H 14.963677 4.849131 10.846878 -0.704 1.570 -0.387
H 12.830664 5.676613 11.904325 0.635 0.442 0.272
H 12.345082 8.099248 11.930897 -0.101 0.151 0.249
```
Forces are in eV/Å.

Calculated values
- E_HOMO (alpha / beta): -0.0814 / -0.0850 hartree
- 2S+1: 6
- Total charge: -1
- Relative energy (zero: lowest compared OMol25 entry of this formula, charge and spin): 85.6 kcal/mol
- Energy: -145310.33594 eV
- Maximum force: 4.36 eV/Å
- ⟨S²⟩: 8.83
- Orbital gap (alpha / beta): 3.5 / 3.4 eV